Below is a 3-piece molecular cluster, C2H13N2O2 overall in a non-equilibrium geometry, with properties calculated with ωB97M-V/def2-TZVPD.

Energy relative to the best compared isomer or geometry (same formula, charge and spin): 62.8 kcal/mol
Gap between HOMO and LUMO: 9.1 eV

Structure (ORCA input):
```
! RIJCOSX wB97M-V def2-TZVPD def2/J DEFGRID3
* xyz 1 1
C 2.30634 0.26653 -0.68116
N 2.26374 1.24884 0.36674
C 0.99494 -0.55048 -1.03672
N -0.19762 -0.19626 -0.24339
H 3.17722 -0.61305 -0.39959
H 3.06139 0.73206 -1.49306
H 1.53981 1.15915 1.19964
H 2.48869 2.19255 0.17825
H 1.11120 -1.63429 -1.09556
H 0.79119 -0.31194 -2.18006
H 0.10976 -0.04564 0.81448
H -0.61759 0.68960 -0.41081
H -0.91137 -1.05353 -0.30139
H -2.82038 -2.65216 0.02483
H -2.47477 -1.72112 1.21256
O -2.23364 -1.84909 0.23185
H -2.52309 1.12764 1.86285
H -2.66774 1.62338 0.38443
O -2.08322 1.20445 0.97406
*
```

Below is a 4-piece molecular cluster, C2H13NO4 overall in a non-equilibrium geometry, with properties calculated with ωB97M-V/def2-TZVPD.

Energy relative to the best compared isomer or geometry (same formula, charge and spin): 32.3 kcal/mol
Gap between HOMO and LUMO: 10.1 eV
SMILES: CNCO.O.O.O

Structure (ORCA input):
```
! RIJCOSX wB97M-V def2-TZVPD def2/J DEFGRID3
* xyz 0 1
C 3.64081 1.67143 0.00719
N 2.57335 0.70006 -0.20545
C 1.63419 0.68808 0.91487
O 0.95378 1.88061 1.32889
H 4.39039 1.26562 0.68921
H 4.19528 1.75339 -0.92933
H 3.28776 2.61383 0.42176
H 1.94730 0.94256 -0.97007
H 2.21045 0.48641 1.81505
H 0.88839 -0.08369 0.73600
H 0.59502 2.42941 0.60714
O -5.34936 -2.10544 -1.87083
H -5.07333 -2.22404 -2.77727
H -4.56302 -2.18931 -1.36807
O -2.13358 0.22967 0.32753
H -1.87287 1.14291 0.44073
H -2.07521 -0.10823 1.22189
O -1.72540 -3.06626 -0.53860
H -1.44585 -3.66736 0.13848
H -2.07808 -2.35965 0.01088
*
```

Below is a 5-piece molecular cluster, C2H13NO4 overall in a non-equilibrium geometry, with properties calculated with ωB97M-V/def2-TZVPD.

Energy relative to the best compared isomer or geometry (same formula, charge and spin): 73.5 kcal/mol
Gap between HOMO and LUMO: 10.6 eV
SMILES: C=NC.O.O.O.O

Structure (ORCA input):
```
! RIJCOSX wB97M-V def2-TZVPD def2/J DEFGRID3
* xyz 0 1
C -0.91718 0.61540 0.93275
N -0.19562 -0.18313 1.56987
C 1.22455 0.01299 1.72627
H -1.91440 0.37600 0.87240
H -0.54908 1.45140 0.39309
H 1.73456 0.92823 1.68193
H 1.43550 -0.76720 0.91603
H 1.41764 -0.43746 2.77930
O 0.32291 0.93237 -2.00773
H 1.09893 0.44492 -1.81646
H -0.28641 0.15689 -2.21755
O -1.23190 -1.31894 -1.98780
H -2.01966 -1.48553 -1.56391
H -0.64955 -2.14150 -2.09257
O 2.25424 2.12891 0.02063
H 1.65759 2.80644 -0.43471
H 1.56231 1.49492 -0.06349
O -1.83303 -2.00880 0.32326
H -1.14576 -1.89972 0.90757
H -1.96564 -1.10618 0.06110
*
```

Below is a 5-piece molecular cluster, C2H13NO4 overall, with properties calculated with ωB97M-V/def2-TZVPD.

Energy relative to the best compared isomer or geometry (same formula, charge and spin): 30.7 kcal/mol
Gap between HOMO and LUMO: 8.5 eV
SMILES: C=CN.O.O.O.O

Structure (ORCA input):
```
! RIJCOSX wB97M-V def2-TZVPD def2/J DEFGRID3
* xyz 0 1
C 1.53145 -2.28414 -0.68058
C 1.85232 -1.53997 -1.73830
N 1.07936 -0.51556 -2.25269
H 0.59994 -2.08469 -0.16083
H 2.15456 -3.05816 -0.29746
H 2.73454 -1.77311 -2.32620
H 0.53856 0.00620 -1.58530
H 1.46841 0.07764 -2.95046
O 0.44745 1.32835 2.71408
H 0.68150 2.07787 2.15856
H 0.69769 0.55276 2.19806
O -1.95724 -0.28658 2.56419
H -2.78620 -0.63733 2.90884
H -1.88085 0.57025 3.00574
O -4.02803 0.21985 -0.43117
H -3.96081 0.54229 0.46947
H -3.31400 -0.41065 -0.55093
O 1.34806 2.66229 -1.29158
H 0.63917 2.12580 -0.93248
H 2.15411 2.42690 -0.82097
*
```